C30H33BrN8O2V | the ωB97M-V functional and the def2-TZVPD basis

As for the HOMO-LUMO gap (spin up / spin down): 6.0 / 7.2 eV. As for the energy relative to the best compared isomer or geometry (same formula, charge and spin): 0.008 eV. The strongest force on any atom comes out at 1.2 eV Å⁻¹. The spin multiplicity is 4. As for the LUMO energy (spin up / spin down): 0.07 / -0.06 eV. The highest occupied orbital energy (spin up / spin down) is -5.94 / -7.27 eV.

Structure (XYZ):
```
75
Properties=species:S:1:pos:R:3:forces:R:3:lowdin_spin:R:1
V -0.7104 -0.2199 0.8502 -0.7 0.3 0.0 2.6465
C -0.8120 0.8682 4.1207 0.0 0.0 0.0 0.0068
C -1.2203 1.6256 2.8755 0.1 0.1 -0.1 0.0060
C -0.2359 2.3360 2.1609 0.0 0.0 0.0 0.0013
C 1.2115 2.2746 2.5845 0.0 0.0 0.0 0.0012
C -0.6012 3.1855 1.1079 0.0 0.0 0.0 0.0128
C 0.4693 3.9985 0.4228 0.0 0.0 0.0 0.0014
C -1.9384 3.2819 0.7168 0.0 0.0 0.0 0.0081
C -2.3143 4.1032 -0.4959 0.0 0.0 0.0 0.0011
C -2.9206 2.5817 1.4250 0.0 0.0 0.0 0.0125
C -4.3783 2.7221 1.0579 0.0 0.0 0.0 0.0019
C -2.5654 1.7447 2.4885 0.0 0.0 0.0 0.0041
C -3.6523 0.9831 3.2055 0.0 0.0 0.0 0.0002
H -0.2685 -0.0457 3.8746 0.0 0.0 0.0 0.0029
H -1.6665 0.6058 4.7370 0.0 0.0 0.0 0.0000
H -0.1556 1.4869 4.7339 0.0 0.0 0.0 0.0007
H 1.4736 3.1565 3.1782 0.0 0.0 0.0 -0.0002
H 1.8717 2.2494 1.7181 0.0 0.0 0.0 0.0002
H 1.4254 1.3848 3.1644 0.0 0.0 0.0 0.0000
H 1.0223 3.4006 -0.3085 0.0 0.0 0.0 0.0006
H 1.1947 4.3700 1.1455 0.0 0.0 0.0 0.0001
H 0.0580 4.8623 -0.0925 0.0 0.0 0.0 0.0001
H -2.5333 5.1430 -0.2361 0.0 0.0 0.0 0.0004
H -3.1935 3.7008 -0.9952 0.0 0.0 0.0 0.0001
H -1.5117 4.1147 -1.2317 0.0 0.0 0.0 0.0002
H -4.7084 1.9028 0.4103 0.0 0.0 0.0 0.0007
H -4.5794 3.6590 0.5449 0.0 0.0 0.0 0.0001
H -5.0101 2.7006 1.9443 0.0 0.0 0.0 0.0003
H -4.1688 1.6137 3.9352 0.0 0.0 0.0 -0.0003
H -3.2606 0.1186 3.7325 0.0 0.0 0.0 0.0003
H -4.3952 0.6161 2.4987 0.0 0.0 0.0 -0.0001
Br 2.6761 0.3014 -5.1569 0.8 -0.7 -0.6 0.0002
C 3.2106 -1.1638 -4.0683 0.0 -0.1 0.1 0.0008
C 3.1796 -2.4422 -4.5932 0.0 0.0 0.0 0.0006
C 3.5748 -3.5027 -3.7912 0.0 0.0 0.1 0.0012
C 3.9553 -3.2873 -2.4737 0.2 0.1 -0.1 0.0010
C 4.0151 -1.9880 -1.9751 0.1 0.1 -0.1 0.0006
C 3.6442 -0.9212 -2.7742 0.0 0.0 0.0 0.0003
N 4.3903 -4.4397 -1.7296 -0.2 -0.1 -0.1 0.0085
N 4.0576 -4.6108 -0.5461 0.2 0.2 0.2 0.0020
C 3.1777 -3.6848 0.0936 -0.3 -0.2 0.1 0.0177
C 3.5876 -3.1191 1.2808 0.1 -0.1 0.0 -0.0014
C 2.8887 -2.0798 1.8957 0.0 0.0 0.0 0.0151
C 1.7012 -1.5957 1.3439 0.1 0.1 -0.1 0.0073
O 1.0212 -0.6019 1.8008 0.5 -0.1 0.1 0.0258
C 1.2076 -2.2829 0.1748 -0.1 0.0 -0.1 0.0105
N 0.0041 -1.8425 -0.2907 0.2 -0.2 0.0 -0.0035
C -0.5410 -2.4355 -1.3299 0.0 0.0 0.0 0.0459
C 0.0670 -3.5230 -1.9781 0.0 0.0 0.0 -0.0037
C 1.2856 -3.9634 -1.5425 -0.1 0.0 0.0 0.0365
C 1.9151 -3.3281 -0.4474 -0.1 0.0 0.2 -0.0013
H 2.8606 -2.6096 -5.6125 0.0 0.0 0.0 0.0000
H 3.5809 -4.5132 -4.1798 0.0 0.0 0.0 0.0000
H 4.3322 -1.8067 -0.9574 0.0 0.0 -0.1 0.0001
H 3.6814 0.0877 -2.3879 0.0 0.0 0.0 0.0000
H 4.5269 -3.4581 1.7030 0.0 0.0 0.0 -0.0003
H 3.2681 -1.6202 2.7987 0.0 0.0 0.0 0.0013
H -1.5037 -2.0561 -1.6549 0.0 0.0 0.0 0.0028
H -0.4362 -3.9978 -2.8088 0.0 0.0 0.0 -0.0013
H 1.7612 -4.8099 -2.0193 0.0 0.0 0.0 0.0018
C -3.2000 -2.3506 2.1146 0.0 0.0 0.0 -0.0004
C -2.3097 -1.3157 1.4966 -0.3 -0.2 0.1 0.0079
O -2.7631 -0.6660 0.5196 0.0 -0.1 0.0 0.0576
H -4.2409 -2.2552 1.7967 0.0 0.0 0.0 -0.0004
H -3.1202 -2.3266 3.2019 0.0 0.0 0.0 0.0002
H -2.8133 -3.3256 1.8012 0.0 0.0 0.0 0.0002
N 0.5791 2.1207 -3.9897 -0.5 0.4 0.4 0.0022
N -0.1894 1.6193 -2.9518 0.0 0.1 -0.2 0.0089
N -1.4965 1.5343 -3.0263 0.0 0.0 0.0 -0.0017
C -1.7947 1.0959 -1.8095 0.0 0.0 0.0 0.0098
N -0.6974 0.9322 -1.0635 0.2 0.0 0.1 0.0222
N 0.3314 1.2828 -1.8136 0.0 0.0 -0.1 0.0142
H 0.0476 1.9646 -4.8391 0.0 0.0 0.0 0.0002
H 1.4404 1.5795 -4.0260 -0.3 0.2 0.2 0.0002
H -2.7889 0.8801 -1.4587 0.0 0.0 0.0 0.0003
```
Positions in Å, forces in eV/Å.

=====

C30H33Cl5CsF5OP | the ωB97M-V functional and the def2-TZVPD basis

The total charge is -1. As for the HOMO-LUMO gap: 6.7 eV. As for the energy relative to the best compared isomer or geometry (same formula, charge and spin): 0.000 eV. The strongest force on any atom comes out at 0.1 eV Å⁻¹. As for the LUMO energy: 1.88 eV. The highest occupied orbital energy is -4.78 eV.

Structure (XYZ):
```
76
Properties=species:S:1:pos:R:3:forces:R:3:mulliken_charge:R:1
Cs -0.7475 0.0575 0.9335 0.0 0.0 0.0 1.2307
Cl -0.7786 0.7324 5.2750 0.0 0.0 0.0 -0.2732
C 0.0156 2.1354 4.5368 0.0 0.0 0.0 0.2823
C 0.0936 2.1873 3.1635 0.0 -0.1 0.0 -1.2588
C 0.7627 3.2794 2.6733 0.0 0.0 0.0 1.1536
Cl 0.8820 3.4582 0.9000 0.0 0.0 0.0 -0.1970
C 1.3567 4.2690 3.4512 0.0 0.0 0.0 -0.3329
Cl 2.2447 5.5827 2.7508 0.0 0.0 0.0 -0.1604
C 1.2344 4.1755 4.8368 0.0 0.0 -0.1 0.4621
Cl 1.9553 5.3698 5.8553 0.0 0.0 0.0 -0.2041
C 0.5403 3.0997 5.3924 0.0 0.0 0.0 -0.3651
Cl 0.3910 2.9829 7.1145 0.0 0.0 0.0 -0.2007
C 6.4091 -3.2156 -0.6078 0.0 0.0 0.0 -0.6327
C 6.4864 -2.6877 0.8326 0.0 0.0 0.0 -1.0128
C 5.2218 -1.9095 1.2342 0.0 0.0 0.0 -0.5708
C 4.6354 -1.1757 0.0258 0.0 0.0 0.0 0.5245
C 4.1306 -2.2261 -0.9909 0.0 0.0 0.0 -0.9676
C 4.9610 -3.5199 -0.9694 0.0 0.0 0.0 -0.9125
P 3.2343 -0.0337 0.4688 -0.1 0.0 0.0 -0.2965
C 3.2244 1.2020 -0.9296 0.0 0.0 0.0 0.7520
C 4.5723 1.6837 -1.5183 0.0 0.0 0.0 -1.0567
C 4.8649 1.0540 -2.8776 0.0 0.0 0.0 -0.4331
C 3.8049 1.4533 -3.9152 0.0 0.0 0.0 -0.8327
C 2.4201 1.6355 -3.2732 0.0 0.0 0.0 -0.8916
C 2.2704 0.7410 -2.0476 0.0 0.0 0.0 -0.4957
C 3.8251 1.0231 1.8763 0.0 0.0 0.0 1.4525
C 3.5118 0.3864 3.2387 0.0 0.0 0.0 -1.1003
C 3.6291 1.4196 4.3713 0.0 0.0 0.0 0.0952
C 4.6890 2.4910 4.0765 0.0 0.0 0.0 -0.3830
C 5.8056 1.9025 3.2225 0.0 0.0 0.0 -1.1348
C 5.2697 1.5630 1.8244 0.0 0.0 0.0 -0.6667
H 7.0389 -4.1001 -0.7220 0.0 0.0 0.0 0.4245
H 6.7974 -2.4667 -1.3051 0.0 0.0 0.0 0.2940
H 7.3605 -2.0401 0.9412 0.0 0.0 0.0 0.2807
H 6.6298 -3.5215 1.5248 0.0 0.0 0.0 0.4634
H 5.4680 -1.2189 2.0385 0.0 0.0 0.0 -0.1022
H 4.4643 -2.5907 1.6353 0.0 0.0 0.0 0.3745
H 5.4424 -0.5918 -0.4295 0.0 0.0 0.0 0.3013
H 4.1473 -1.8040 -1.9976 0.0 0.0 0.0 0.1661
H 3.0842 -2.4615 -0.7764 0.0 0.0 0.0 0.3400
H 4.8914 -4.0209 -1.9368 0.0 0.0 0.0 0.4338
H 4.5514 -4.2158 -0.2310 0.0 0.0 0.0 0.3378
H 2.7495 2.0645 -0.4539 0.0 0.0 0.0 -0.0584
H 5.3957 1.4953 -0.8304 0.0 0.0 0.0 0.4151
H 4.5317 2.7711 -1.6433 0.0 0.0 0.0 0.5155
H 4.8897 -0.0329 -2.7709 0.0 0.0 0.0 -0.0958
H 5.8590 1.3468 -3.2236 0.0 0.0 0.0 0.5354
H 3.7556 0.6902 -4.6962 0.0 0.0 0.0 0.3395
H 4.1031 2.3817 -4.4088 0.0 0.0 0.0 0.2872
H 1.6329 1.4286 -4.0000 0.0 0.0 0.0 0.4604
H 2.2864 2.6756 -2.9606 0.0 0.0 0.0 0.3067
H 2.4662 -0.2985 -2.3315 0.0 0.0 0.0 0.1273
H 1.2431 0.7674 -1.6795 0.0 0.0 0.0 0.3792
H 3.1403 1.8774 1.7925 0.0 0.0 0.0 -0.3906
H 4.1868 -0.4510 3.4285 0.0 0.0 0.0 0.2850
H 2.5014 -0.0289 3.2243 0.0 0.0 0.0 0.4531
H 3.8768 0.9017 5.3020 0.0 0.0 0.0 0.5541
H 2.6606 1.8927 4.5290 0.0 0.0 0.0 -0.7841
H 5.0776 2.9056 5.0086 0.0 0.0 0.0 0.5533
H 4.2373 3.3278 3.5341 0.0 0.0 0.0 0.0010
H 6.1912 0.9985 3.7072 0.0 0.0 0.0 0.3130
H 6.6478 2.5930 3.1366 0.0 0.0 0.0 0.5510
H 5.9429 0.8516 1.3376 0.0 0.0 0.0 0.1185
H 5.2831 2.4685 1.2123 0.0 0.0 0.0 0.3058
F -6.8662 -1.9555 -4.1249 0.0 0.0 0.0 -0.3370
C -5.9002 -1.5418 -3.2759 0.0 0.0 0.0 0.5949
C -4.7863 -0.8668 -3.7454 0.0 0.0 0.0 0.0499
F -4.6739 -0.6244 -5.0650 0.0 0.0 0.0 -0.3188
C -3.8016 -0.4451 -2.8781 0.0 0.0 0.0 0.4913
F -2.7385 0.2074 -3.3956 0.0 0.0 0.0 -0.3204
C -3.8429 -0.6691 -1.4770 0.1 0.0 0.0 -0.4800
O -2.9184 -0.2984 -0.6838 0.0 0.0 0.0 -0.6769
C -5.0054 -1.3595 -1.0527 -0.1 0.0 -0.1 0.4484
F -5.1528 -1.6251 0.2624 0.0 0.0 0.0 -0.3379
C -5.9958 -1.7806 -1.9170 0.0 0.0 0.1 0.1424
F -7.0722 -2.4326 -1.4379 0.0 0.0 0.0 -0.3154
```
Positions in Å, forces in eV/Å.

=====

C30H33N4O8RuSSe2 | the ωB97M-V functional and the def2-TZVPD basis

The total charge is -2. As for the HOMO-LUMO gap (spin up / spin down): 4.9 / 5.5 eV. The strongest force on any atom comes out at 2.5 eV Å⁻¹. The spin multiplicity is 2. As for the LUMO energy (spin up / spin down): 3.88 / 3.88 eV. The highest occupied orbital energy (spin up / spin down) is -0.98 / -1.67 eV.

Structure (XYZ):
```
79
Properties=species:S:1:pos:R:3:forces:R:3:lowdin_spin:R:1
Ru -0.7864 -0.2517 0.5737 0.1 -0.9 0.5 0.0100
O -0.1712 -4.1575 5.7325 -0.2 0.7 -0.6 -0.0002
C -0.3437 -3.3169 4.8496 0.1 -1.0 0.9 0.0000
C 0.6532 -2.3258 4.3735 0.7 0.7 0.1 0.0000
O 1.6929 -1.9617 4.9442 -0.5 -0.4 -0.3 0.0000
C 0.1213 -1.7962 3.1183 -0.7 -0.6 -0.1 0.0002
C -1.2847 -2.1135 3.0433 0.8 0.5 0.4 0.0004
O -2.0595 -1.5195 2.2362 0.3 0.4 -1.3 0.0026
C -1.6002 -3.1201 4.0581 -0.8 -0.3 -0.1 0.0001
O -2.6699 -3.7015 4.2477 0.6 0.4 -0.1 -0.0001
O 0.7246 -1.1080 2.2560 -0.1 0.5 -0.8 0.0014
O -3.2160 1.9632 -3.2550 -0.5 -0.1 0.0 0.0001
C -2.1231 1.3268 -3.8496 0.4 -0.2 -0.2 0.0000
C -0.7831 2.1359 -3.8326 0.0 0.1 0.0 0.0000
C -0.2575 2.1849 -5.2861 -0.4 -0.2 0.0 0.0000
O 0.9910 2.8177 -5.4470 0.5 0.3 0.1 0.0000
C -1.0070 3.5604 -3.3335 0.1 -0.1 0.5 -0.0006
Se -1.4345 3.5382 -1.3664 -0.1 1.1 -1.2 -0.0007
C 0.2899 1.4583 -2.9762 0.2 0.0 0.3 0.0005
Se 0.2298 1.9728 -1.0453 0.4 -1.3 -0.4 0.0008
H -3.2521 1.7090 -2.3153 0.1 0.2 0.0 0.0001
H -2.4099 1.1562 -4.8974 0.1 0.0 0.1 0.0000
H -1.9455 0.3473 -3.3939 0.0 0.0 0.0 0.0000
H -1.0049 2.6924 -5.9158 -0.1 -0.2 0.1 0.0000
H -0.1209 1.1651 -5.6577 -0.1 0.0 0.0 0.0000
H 0.9950 3.6082 -4.8911 0.0 -0.1 -0.1 0.0000
H -1.8637 4.0248 -3.8254 0.0 0.0 0.1 0.0000
H -0.1184 4.1796 -3.4950 0.0 0.0 0.0 0.0000
H 1.2862 1.7340 -3.3370 -0.2 0.0 0.2 0.0001
H 0.2012 0.3720 -3.0125 0.0 0.0 0.1 0.0000
S -3.0029 0.9257 -0.0689 0.6 -1.8 -0.6 0.0022
C -2.3652 1.8630 1.2120 -0.9 1.6 0.4 0.0520
N -2.6245 1.3804 2.4822 0.5 -0.1 0.0 0.1868
C -2.2783 2.1483 3.5952 0.0 0.3 0.1 0.2764
C -1.6890 3.3722 3.3898 -0.2 -0.2 0.0 0.0336
C -1.4693 3.8032 2.0906 0.1 0.3 0.2 0.2949
N -1.8671 3.0601 1.0106 -0.2 -1.1 0.6 0.0858
H -2.7558 0.3717 2.5714 -0.1 0.1 -0.1 0.0052
H -2.5295 1.7437 4.5608 0.0 -0.1 0.1 0.0180
H -1.3894 3.9832 4.2302 -0.1 0.0 0.1 -0.0059
H -0.9993 4.7416 1.8475 0.1 0.2 0.1 0.0222
C -2.5419 -2.8928 -4.0380 -0.2 -0.1 -0.3 0.0003
C -3.0732 -2.4948 -2.8164 0.0 0.0 -0.2 0.0000
C -2.2486 -2.1612 -1.7667 0.1 0.1 0.2 0.0000
C -0.8470 -2.2090 -1.9047 -0.3 -0.2 -0.2 0.0000
C -0.3271 -2.6251 -3.1480 0.1 0.1 0.2 0.0002
C -1.1645 -2.9551 -4.1902 -0.1 -0.1 -0.2 0.0000
N -0.0487 -1.7963 -0.8859 -1.4 1.6 1.2 0.0002
C 1.1714 -2.3504 -0.6551 0.7 -0.1 0.1 0.0000
C 2.1927 -1.5624 -0.0909 -0.2 0.0 -0.2 -0.0003
C 3.4266 -2.0987 0.1936 0.2 0.0 0.0 0.0000
C 3.7039 -3.4292 -0.0884 0.2 -0.1 0.0 -0.0002
C 2.7089 -4.2233 -0.6372 0.2 -0.1 -0.1 0.0000
C 1.4642 -3.7040 -0.9191 -0.2 0.2 0.1 -0.0001
H -3.1928 -3.1472 -4.8647 0.0 0.0 0.0 0.0000
H -4.1478 -2.4499 -2.6902 0.0 0.0 0.0 0.0000
H -2.6571 -1.8586 -0.8057 0.1 0.0 -0.1 -0.0001
H 0.7473 -2.6621 -3.2753 0.0 0.0 0.0 0.0000
H -0.7392 -3.2643 -5.1391 0.0 0.0 0.0 0.0000
H 1.9623 -0.5230 0.1201 0.1 -0.1 0.0 -0.0001
H 4.1994 -1.4819 0.6356 0.0 0.1 0.0 0.0000
H 4.6809 -3.8448 0.1175 0.1 0.0 0.1 0.0000
H 2.9101 -5.2677 -0.8469 0.0 0.0 0.0 0.0000
H 0.6863 -4.3418 -1.3188 0.0 0.0 0.0 0.0000
C 3.2103 1.7118 1.2706 -0.2 0.1 -0.3 0.0002
N 2.6280 1.4432 2.5628 0.2 0.0 -0.2 0.0001
C 3.5316 0.9938 3.5985 0.0 -0.2 0.3 0.0001
C 1.2854 1.3642 2.7073 -0.2 0.3 0.3 0.0010
C 0.7999 1.1117 4.1119 -0.1 -0.3 -0.2 0.0063
O 0.5217 1.5907 1.7685 0.1 0.2 0.4 0.0023
H 3.9113 2.5488 1.3491 0.0 0.0 -0.1 0.0000
H 2.4159 1.9793 0.5709 0.2 0.0 0.1 0.0000
H 3.7378 0.8363 0.8850 0.0 0.0 0.0 0.0000
H 4.5576 1.1082 3.2512 0.0 0.1 0.0 0.0000
H 3.3576 -0.0578 3.8403 0.0 0.0 0.0 0.0000
H 3.4051 1.5888 4.5046 0.1 0.0 0.1 0.0000
H 0.9744 1.9881 4.7372 0.1 0.1 0.0 -0.0001
H 1.3028 0.2532 4.5474 0.1 -0.1 0.1 0.0002
H -0.2680 0.9156 4.0870 0.1 0.0 -0.1 0.0041
```
Positions in Å, forces in eV/Å.